Entry 1:
DFT (wB97M-V/def2-TZVPD) results for C26H27MoN7O11P2S3 as an isolated structure.

The geometry in XYZ format:
```
77
Properties=species:S:1:pos:R:3
Mo -0.3745 0.1505 -0.4397
N 0.4055 2.6243 3.3080
C -0.0338 1.7371 2.3596
S 1.1567 0.7900 1.5268
N -1.2975 1.6557 2.1539
N -1.6704 0.7645 1.1387
C -2.8736 0.3325 1.3458
C -3.6347 -0.5993 0.5696
C -4.9652 -0.8432 0.9217
C -5.7498 -1.6904 0.1731
C -5.2019 -2.3101 -0.9524
C -3.8862 -2.0935 -1.3076
C -3.0923 -1.2408 -0.5435
O -1.8004 -1.1037 -0.8402
H 1.3233 2.4693 3.6823
H -0.2949 2.9731 3.9412
H -3.3520 0.7495 2.2254
H -5.3727 -0.3403 1.7924
H -6.7779 -1.8755 0.4539
H -5.8128 -2.9732 -1.5530
H -3.4421 -2.5807 -2.1676
C 1.0029 -5.1351 2.0776
C 0.6190 -3.6640 2.1313
O 1.0677 -3.1139 3.3694
P -1.2076 -3.4288 2.0792
O -1.8208 -4.7114 2.8231
O -1.6223 -3.7547 0.5813
O -1.6597 -2.1623 2.6749
P 1.3688 -2.7817 0.6670
O 2.7162 -2.1112 1.2667
O 1.6910 -3.7122 -0.4361
O 0.4444 -1.5947 0.4486
H 0.4837 -5.6974 2.8528
H 2.0801 -5.2339 2.2323
H 0.7529 -5.5459 1.0999
H 0.8493 -2.1707 3.3807
H -2.1851 -4.4327 3.6759
H -1.4700 -2.9809 0.0041
H 3.4395 -2.7543 1.2642
C 2.7909 -2.9674 -3.4913
N 3.0391 -1.6093 -3.0141
C 4.2681 -0.9784 -2.9431
C 4.0642 0.2552 -2.4699
N 2.6853 0.3897 -2.2526
C 2.0624 -0.7912 -2.5646
S 0.4443 -1.2089 -2.4994
C 2.1144 1.6480 -1.9333
C 2.7088 2.7660 -2.5101
C 2.2786 4.0209 -2.1518
C 1.2777 4.1264 -1.1967
C 0.7358 2.9730 -0.6901
N 1.1122 1.7369 -1.0664
H 3.7471 -3.4183 -3.7451
H 2.1519 -2.9369 -4.3745
H 2.2932 -3.5346 -2.7066
H 5.1840 -1.4706 -3.2231
H 4.7580 1.0407 -2.2320
H 3.4655 2.6267 -3.2683
H 2.7054 4.9004 -2.6173
H 0.9077 5.0815 -0.8498
H -0.0616 3.0286 0.0354
O -0.0632 1.5276 -3.6485
C -1.0538 1.8960 -3.0532
N -1.4479 1.5375 -1.7602
S -2.7502 2.4958 -1.2956
O -2.3471 3.3853 -0.2397
O -3.9547 1.7424 -1.1178
C -2.9050 3.3829 -2.8052
C -3.8286 4.3447 -3.1669
C -3.7530 4.8374 -4.4610
C -2.7854 4.3714 -5.3508
C -1.8684 3.4046 -4.9620
C -1.9528 2.9150 -3.6719
H -4.5760 4.7002 -2.4672
H -4.4599 5.5909 -4.7823
H -2.7521 4.7680 -6.3574
H -1.1073 3.0272 -5.6331
```

LUMO energy (spin up / spin down): -6.779 / -0.652 eV
E_HOMO (spin up / spin down): -7.52 / -7.92 eV
orbital gap (spin up / spin down): 0.74 / 7.27 eV
spin multiplicity: 3
relative energy (zero: lowest compared OMol25 entry of this formula, charge and spin): 0.484 eV
<S²>: 2.025

Löwdin population analysis, charges in e, atoms 1 to 6:
1. Mo 1.4978
2. N 0.0693
3. C -0.8491
4. S 0.7508
5. N 0.0033
6. N -0.1445

Entry 2:
DFT (wB97M-V/def2-TZVPD) results for C12H38B2Co2N2O4 as an isolated structure.

The geometry in XYZ format:
```
60
Properties=species:S:1:pos:R:3
Co -19.6876 -6.2868 -7.7865
Co -20.0527 -10.2354 -10.1568
B -19.9126 -6.1898 -5.7328
H -19.6584 -5.2308 -6.1570
H -20.7738 -6.5140 -6.2964
H -19.1109 -6.9108 -5.6946
H -20.2531 -6.0710 -4.7159
B -20.3573 -7.9019 -9.0494
H -21.2486 -7.4707 -8.6207
H -19.7368 -7.1302 -9.4780
H -19.7336 -8.2696 -8.2494
H -20.6171 -8.6358 -9.7965
C -16.9498 -8.0423 -7.2196
O -17.6023 -6.9016 -7.9001
C -16.6476 -5.9973 -8.4665
C -17.4254 -5.0176 -9.3316
N -18.6449 -4.5983 -8.6416
C -19.5515 -3.8509 -9.4628
C -21.0491 -3.8180 -9.0625
O -21.2891 -5.1381 -8.3165
C -22.6912 -5.2340 -7.8239
H -15.8821 -7.8945 -7.0573
H -17.0064 -8.9538 -7.8146
H -17.3815 -8.2869 -6.2491
H -16.0523 -6.5948 -9.1571
H -16.0118 -5.5020 -7.7326
H -17.7832 -5.5549 -10.2099
H -16.7762 -4.2685 -9.7848
H -18.3415 -3.9339 -7.9440
H -19.5258 -4.0632 -10.5316
H -19.1693 -2.8318 -9.5219
H -21.6789 -3.7241 -9.9472
H -21.2822 -2.9811 -8.4043
H -22.9092 -4.4061 -7.1492
H -22.8195 -6.2398 -7.4239
H -23.3665 -5.0783 -8.6652
C -23.3671 -9.5659 -9.7147
O -22.3170 -10.4930 -9.9672
C -22.6944 -11.8344 -10.0718
C -21.5078 -12.7091 -10.3999
N -20.3561 -12.1840 -11.1675
C -20.4195 -11.8895 -12.6408
C -21.2638 -10.6799 -12.9019
O -20.8384 -9.6700 -12.0409
C -20.9362 -8.3419 -12.5023
H -23.2529 -8.5691 -10.1406
H -23.5931 -9.4740 -8.6523
H -24.2756 -10.0458 -10.0785
H -23.5360 -11.6884 -10.7489
H -23.2030 -12.1167 -9.1500
H -21.9044 -13.5809 -10.9202
H -21.1912 -13.1679 -9.4633
H -19.6163 -12.8631 -11.0596
H -20.7970 -12.7425 -13.2045
H -19.5108 -11.5230 -13.1184
H -22.2892 -10.8246 -12.5619
H -21.1328 -10.4079 -13.9493
H -20.1331 -7.7338 -12.0860
H -21.9235 -7.9249 -12.3035
H -20.7563 -8.1657 -13.5628
```

net charge: +2
LUMO energy (spin up / spin down): -7.070 / -8.154 eV
E_HOMO (spin up / spin down): -14.44 / -14.04 eV
orbital gap (spin up / spin down): 7.37 / 5.89 eV
spin multiplicity: 7
relative energy (zero: lowest compared OMol25 entry of this formula, charge and spin): 2.754 eV
<S²>: 12.013

natural (NBO) population analysis, charges in e, atoms 1 to 6:
1. Co 1.4895
2. Co 1.6152
3. B -0.8598
4. H 0.0018
5. H -0.0090
6. H 0.0057

Entry 3:
DFT (wB97M-V/def2-TZVPD) results for C21H51Br9N6O8P2 as an isolated structure.

The geometry in XYZ format:
```
97
Properties=species:S:1:pos:R:3
C -12.3346 6.6630 -19.1025
Br -14.0512 7.4759 -19.4008
Br -11.0009 7.4327 -20.2470
Br -12.4868 4.7486 -19.3431
H -12.0057 6.8015 -18.0893
C -12.0988 7.4689 -15.3317
Br -10.9188 8.9645 -15.6593
Br -13.1080 7.8410 -13.7207
Br -11.1023 5.8327 -15.1929
H -12.8425 7.3797 -16.1106
C -12.7901 7.6172 -10.1866
Br -11.9497 8.3225 -8.6052
Br -14.6992 7.5441 -10.0040
Br -12.0878 5.8674 -10.5995
H -12.5513 8.2821 -10.9951
O -4.7357 5.7495 -16.9536
P -5.8466 6.2486 -17.7661
N -6.0523 7.8932 -17.5313
C -5.5853 8.4373 -16.2301
C -7.1738 8.6154 -18.1126
N -7.2492 5.3730 -17.4841
C -7.5096 4.9146 -16.1486
C -8.4245 5.3768 -18.3117
N -5.7453 6.1736 -19.4158
C -4.9800 7.1879 -20.0665
C -5.5853 4.8644 -19.9818
H -6.3141 9.1714 -15.9005
H -4.6148 8.9087 -16.3649
H -5.5064 7.6303 -15.5063
H -7.4610 8.1393 -19.0439
H -6.8830 9.6487 -18.3397
H -8.0402 8.6458 -17.4361
H -6.6283 5.0614 -15.5221
H -8.3293 5.4786 -15.6705
H -7.7503 3.8473 -16.1031
H -8.1818 5.6344 -19.3397
H -8.8700 4.3748 -18.3832
H -9.1805 6.0704 -17.9327
H -5.4530 8.1562 -19.9160
H -3.9842 7.2383 -19.6210
H -4.9516 6.9875 -21.1303
H -4.6182 4.3834 -19.7370
H -5.6313 4.8870 -21.0722
H -6.3430 4.1685 -19.6116
O -15.0483 14.6700 -14.3041
P -14.8708 13.2310 -14.5087
N -13.4349 12.8570 -15.2427
C -12.2262 13.5115 -14.6920
C -13.2029 11.5775 -15.8644
N -16.0027 12.4900 -15.4822
C -17.3571 12.4830 -14.9194
C -15.9686 12.8489 -16.8982
N -15.0494 12.3831 -13.0887
C -14.9724 10.9388 -12.9654
C -14.6611 13.1548 -11.8683
H -11.4959 13.6274 -15.4924
H -11.8063 12.8770 -13.9010
H -12.5182 14.4968 -14.3390
H -13.9723 11.3979 -16.6202
H -13.2913 10.7360 -15.1690
H -12.2349 11.6013 -16.3495
H -18.0295 12.0319 -15.6634
H -17.4330 11.8361 -14.0517
H -17.7213 13.5050 -14.7510
H -16.3569 13.8641 -17.0840
H -14.9391 12.8600 -17.2512
H -16.5766 12.1316 -17.4501
H -13.9360 10.6063 -12.7308
H -15.5786 10.5967 -12.1228
H -15.2423 10.4716 -13.9114
H -15.4156 13.9186 -11.6991
H -13.6763 13.5982 -11.9773
H -14.7121 12.4838 -11.0128
C -4.2059 12.7289 -13.9133
O -5.2773 12.4695 -14.8693
C -6.2674 11.8407 -14.3684
O -6.3748 11.4485 -13.2914
O -7.1440 11.6969 -15.2831
C -8.4040 11.2517 -14.7970
H -3.6804 11.8054 -13.7057
H -4.6051 13.2716 -13.0611
H -3.5324 13.4198 -14.4187
H -8.9893 11.0190 -15.6835
H -8.8894 12.0511 -14.2261
H -8.3778 10.3691 -14.1541
C -15.2604 4.7160 -14.5364
O -15.7858 6.0428 -14.5980
C -15.7166 6.7202 -15.7735
O -15.1727 6.3261 -16.7763
O -16.3186 7.9044 -15.6373
C -16.4628 8.6331 -16.7592
H -14.2806 4.7322 -14.0368
H -15.2088 4.2094 -15.4846
H -15.8686 4.1701 -13.8088
H -16.7606 9.6455 -16.4980
H -17.2489 8.2336 -17.4007
H -15.5505 8.6986 -17.3510
```

LUMO energy: -0.492 eV
E_HOMO: -8.45 eV
orbital gap: 7.96 eV
relative energy (zero: lowest compared OMol25 entry of this formula, charge and spin): 0.000 eV

Löwdin population analysis, charges in e, atoms 1 to 6:
1. C -1.6219
2. Br 0.6537
3. Br 0.5976
4. Br 0.5778
5. H -0.0810
6. C -1.5471

Entry 4:
DFT (wB97M-V/def2-TZVPD) results for one molecule with the formula C4H12NP.

The geometry in XYZ format:
```
18
Properties=species:S:1:pos:R:3
C -2.0994 -0.6197 1.0433
C 1.8556 1.7984 -0.5200
C -1.2027 -1.3772 0.0232
C -0.0887 -0.4016 -0.5574
N 2.4707 -0.9785 0.2504
P 1.2155 0.1184 0.5915
H -2.8196 0.0444 0.6599
H -2.6085 -1.2719 1.6768
H -1.4069 -0.0033 1.6652
H 2.8556 1.5933 -0.6436
H 1.7487 2.5641 0.2079
H 1.2869 1.9516 -1.3899
H -0.7784 -2.3624 0.6162
H -1.8775 -1.7121 -0.7042
H 0.3364 -0.8215 -1.4611
H -0.7224 0.5249 -0.6637
H 2.6669 -1.3984 1.2438
H 3.3342 -0.5666 -0.0324
```

LUMO energy: 1.237 eV
E_HOMO: -8.27 eV
orbital gap: 9.51 eV
relative energy (zero: lowest compared OMol25 entry of this formula, charge and spin): 1.563 eV

natural (NBO) population analysis, charges in e, atoms 1 to 6:
1. C -0.6180
2. C -0.8282
3. C -0.3755
4. C -0.7601
5. N -1.1600
6. P 0.9013

Entry 5:
DFT (wB97M-V/def2-TZVPD) results for a 3-piece molecular cluster, H7NO2 overall.

The geometry in XYZ format:
```
10
Properties=species:S:1:pos:R:3
N 2.1012 0.0865 0.3063
H 2.5208 -0.7559 0.7492
H 2.6696 0.9108 0.6245
H 2.3631 0.0664 -0.6943
H 0.1832 0.5318 1.0047
H -0.9327 1.2954 1.8268
O -0.8038 0.5666 1.1503
H -0.9238 -0.1632 -0.9479
H -2.0586 -1.1873 -1.0827
O -1.5124 -0.7295 -1.6033
```

LUMO energy: 0.621 eV
E_HOMO: -10.74 eV
orbital gap: 11.36 eV
relative energy (zero: lowest compared OMol25 entry of this formula, charge and spin): 0.586 eV

natural (NBO) population analysis, charges in e, atoms 1 to 6:
1. N -1.0945
2. H 0.3745
3. H 0.3645
4. H 0.3734
5. H 0.5009
6. H 0.4729

Entry 6:
DFT (wB97M-V/def2-TZVPD) results for a 24-piece molecular cluster, C28H55Cl46NO4 overall.

The geometry in XYZ format:
```
134
Properties=species:S:1:pos:R:3
C 2.3127 5.6816 2.2339
C 0.8040 5.2075 1.8037
O -0.1349 6.1911 1.7307
O 0.3747 3.8487 1.4420
C 0.8762 2.8302 2.3769
C 0.8003 1.3817 1.5441
N 1.3535 1.4748 0.1378
C 2.8136 1.8780 0.1086
O 3.2565 2.7803 -0.8107
O 3.8422 1.3251 1.0082
H 3.0853 4.8579 1.8649
H 2.6395 6.7132 1.7714
H 2.4302 5.7218 3.4079
H 1.9978 2.9475 2.6888
H 0.2127 2.6702 3.3356
H 1.3952 0.5899 2.2087
H -0.2938 0.9654 1.4614
H 0.8088 2.1263 -0.4722
H 3.4568 0.5299 1.4807
C 3.9815 9.7002 0.4750
Cl 3.6202 10.0300 2.1736
Cl 4.1252 7.9630 0.1809
H 3.1752 10.1004 -0.1445
H 4.9247 10.1849 0.2112
C -0.9445 -1.1389 -1.4316
Cl -1.3059 -0.8090 0.2671
Cl -0.8009 -2.8760 -1.7257
H -1.7508 -0.7387 -2.0510
H -0.0014 -0.6542 -1.6953
C 3.3635 -2.3447 3.1583
Cl 4.9126 -1.5322 2.9038
Cl 2.1327 -1.7298 2.0484
H 3.4918 -3.4166 2.9888
H 3.0349 -2.1705 4.1858
C 6.8793 2.9575 -0.1609
Cl 7.8915 4.3854 -0.4084
Cl 7.8020 1.6442 0.5798
H 6.0463 3.2213 0.4953
H 6.4954 2.6216 -1.1273
C 1.5869 -3.4460 6.8334
Cl 3.1360 -2.6336 6.5789
Cl 0.3561 -2.8311 5.7235
H 1.7152 -4.5179 6.6639
H 1.2583 -3.2719 7.8609
C -3.0461 -1.0408 6.4060
Cl -2.7460 -1.2003 4.6713
Cl -4.4721 -0.0431 6.7158
H -3.2074 -2.0340 6.8320
H -2.1768 -0.5746 6.8761
C 0.3775 -7.2464 7.4231
Cl 1.9267 -6.4340 7.1687
Cl -0.8532 -6.6315 6.3132
H 0.5058 -8.3183 7.2536
H 0.0489 -7.0723 8.4506
C -4.2195 1.3937 -3.4375
Cl -5.0381 -0.1647 -3.5991
Cl -2.5240 1.1779 -2.9863
H -4.2689 1.9223 -4.3926
H -4.7214 1.9809 -2.6646
C -0.8161 -4.6091 -4.8623
Cl -1.1137 -6.3463 -4.9976
Cl -2.1279 -3.6798 -5.5973
H -0.7400 -4.3425 -3.8053
H 0.1199 -4.3677 -5.3719
C 7.6746 9.6170 2.7681
Cl 7.8607 10.4620 1.2266
Cl 7.2121 7.9295 2.5167
H 8.6240 9.6490 3.3082
H 6.8992 10.1148 3.3554
C -5.0997 3.2489 5.1844
Cl -4.7997 3.0893 3.4497
Cl -6.5257 4.2465 5.4943
H -5.2611 2.2556 5.6104
H -4.2304 3.7151 5.6545
C -2.0607 -6.8908 -8.5678
Cl -2.3584 -8.6280 -8.7031
Cl -3.3725 -5.9615 -9.3028
H -1.9847 -6.6241 -7.5108
H -1.1248 -6.6494 -9.0773
C -7.0200 -2.6650 8.4980
Cl -7.8386 -4.2234 8.3365
Cl -5.3245 -2.8808 8.9492
H -7.0694 -2.1365 7.5429
H -7.5219 -2.0779 9.2709
C -7.5653 3.7101 9.1303
Cl -6.5413 4.1494 10.5026
Cl -7.6491 1.9552 8.9352
H -8.5728 4.0978 9.2998
H -7.1491 4.1497 8.2207
C 8.4765 7.6131 -2.7376
Cl 9.7817 7.3844 -1.5675
Cl 6.9955 8.1571 -1.9404
H 8.7828 8.3640 -3.4700
H 8.2808 6.6639 -3.2423
C -4.4398 -6.8266 7.7717
Cl -3.4275 -5.3987 7.5242
Cl -3.5170 -8.1399 8.5124
H -5.2727 -6.5629 8.4280
H -4.8236 -7.1625 6.8053
C 0.4930 -8.0955 -11.3293
Cl -0.0171 -8.4566 -12.9829
Cl 0.8110 -6.3687 -11.1244
H -0.2991 -8.3957 -10.6391
H 1.4059 -8.6540 -11.1086
C 0.5028 -1.4168 -7.2109
Cl -0.3419 -0.8602 -5.7613
Cl 1.7363 -2.6168 -6.8071
H -0.2216 -1.8671 -7.8939
H 0.9827 -0.5618 -7.6934
C 2.8623 10.5030 -3.4633
Cl 2.0176 11.0596 -2.0137
Cl 4.0958 9.3029 -3.0595
H 2.1379 10.0527 -4.1464
H 3.3421 11.3579 -3.9458
C 2.5951 -5.7780 -3.5441
Cl 2.0571 -4.0942 -3.5441
Cl 2.4007 -6.5079 -5.1423
H 3.6503 -5.8144 -3.2625
H 2.0007 -6.3416 -2.8209
C -2.6618 5.2620 -3.2396
Cl -1.9256 4.6232 -1.7649
Cl -4.4188 5.0702 -3.2080
H -2.4215 6.3245 -3.3258
H -2.2604 4.7220 -4.1005
C -1.9784 -11.1099 -5.7205
Cl -2.4885 -11.4710 -7.3740
Cl -1.6604 -9.3831 -5.5156
H -2.7705 -11.4101 -5.0302
H -1.0655 -11.6684 -5.4997
C -5.3182 -3.2890 -7.5337
Cl -5.8283 -3.6501 -9.1873
Cl -5.0002 -1.5622 -7.3288
H -6.1103 -3.5893 -6.8435
H -4.4053 -3.8475 -7.3130
```

LUMO energy: 0.125 eV
E_HOMO: -9.85 eV
orbital gap: 9.97 eV

Löwdin population analysis, charges in e, atoms 1 to 6:
1. C -0.0326
2. C -0.2603
3. O -0.0453
4. O -0.1024
5. C -0.1502
6. C -0.2168

Entry 7:
DFT (wB97M-V/def2-TZVPD) results for a 2-piece molecular cluster, C3H7N3 overall.

The geometry in XYZ format:
```
13
Properties=species:S:1:pos:R:3
C -1.9945 0.3099 -0.0333
C -0.6923 0.8058 -0.5464
C 0.4113 -0.0685 -0.0047
N -2.9743 -0.1136 0.3925
N 0.2861 -1.3725 -0.2932
N 1.6557 0.4785 -0.0153
H -0.8106 0.8456 -1.5841
H -0.7299 1.8913 -0.3827
H 0.1298 -0.1162 2.3263
H -0.5533 -1.9116 -0.4504
H 1.1487 -1.9296 -0.1310
H 1.6809 1.2897 0.6535
H 2.4424 -0.1088 0.0689
```

LUMO energy (spin up / spin down): 0.545 / 0.163 eV
E_HOMO (spin up / spin down): -7.53 / -6.44 eV
orbital gap (spin up / spin down): 8.08 / 6.61 eV
relative energy (zero: lowest compared OMol25 entry of this formula, charge and spin): 4.174 eV

natural (NBO) population analysis, charges in e, atoms 1 to 6:
1. C 0.2857
2. C -0.5727
3. C 0.4824
4. N -0.3106
5. N -0.7941
6. N -0.8141

Entry 8:
DFT (wB97M-V/def2-TZVPD) results for a 2-piece molecular cluster, C5H11O3 overall.

The geometry in XYZ format:
```
19
Properties=species:S:1:pos:R:3
C -1.0801 0.9461 0.4425
C -2.1003 2.0615 0.5360
C -0.4935 0.8870 -1.0743
O -0.3213 1.9805 -1.6298
O -0.2473 -0.2450 -1.5850
H -0.3044 0.9977 1.1971
H -1.5236 -0.0241 0.6010
H -3.1421 1.7194 0.4255
H -1.9992 2.8110 -0.2308
H -1.8816 2.6535 1.4779
C 1.7738 -1.8083 1.1685
C 0.3519 -2.2592 1.5395
O 1.9216 -0.9941 0.0055
H 2.2818 -1.3263 2.0076
H 2.3086 -2.7112 0.8615
H -0.2388 -2.1435 0.6192
H 1.0218 -0.5907 -0.1606
H 0.0835 -1.7205 2.4333
H 0.2433 -3.3088 1.8168
```

net charge: -1
LUMO energy: 3.773 eV
E_HOMO: -4.29 eV
orbital gap: 8.06 eV
relative energy (zero: lowest compared OMol25 entry of this formula, charge and spin): 1.353 eV

natural (NBO) population analysis, charges in e, atoms 1 to 6:
1. C -0.5476
2. C -0.6180
3. C 0.7668
4. O -0.7626
5. O -0.7999
6. H 0.1947

no.,largest force on an atom (eV Å⁻¹)
1,1.30
2,4.77
3,6.10
4,4.50
5,7.14
6,8.94
7,3.04
8,2.17